No. 1
95
Properties=species:S:1:pos:R:3:mulliken_spin:R:1 method="wB97M-V/def2-TZVPD" total_charge=+2 multiplicity=3 fmax_ev_per_a=1.00 total_energy_ev=-177776.37492
W -0.4479 0.8879 -1.3305 1.987
C 0.8760 3.3234 1.7990 0.005
C -0.2503 3.6805 0.8225 -0.028
C 0.1330 3.3524 -0.6218 0.079
C -1.6124 3.1484 1.2522 -0.045
C -2.5295 4.0447 1.7859 -0.006
C -3.7826 3.6195 2.2012 0.003
C -4.1437 2.2906 2.0554 0.002
C -3.2646 1.3504 1.5241 0.011
C -3.7447 -0.0838 1.3305 -0.001
C -4.9950 -0.1235 0.4400 0.000
C -4.0408 -0.8010 2.6539 0.002
C -1.9905 1.8018 1.1606 -0.031
N -1.0043 0.8723 0.6510 -0.025
C -0.3471 0.0832 1.4827 -0.016
C 0.6829 -0.6773 0.8559 0.024
N 0.8209 -0.4620 -0.4354 -0.085
C 2.0089 -0.9792 -1.0902 0.014
C 3.1956 -0.2417 -0.9462 -0.147
C 4.3558 -0.7790 -1.4864 0.005
C 4.3427 -2.0038 -2.1372 0.004
C 3.1575 -2.7078 -2.2644 -0.001
C 1.9644 -2.2114 -1.7471 -0.065
C 0.6956 -3.0317 -1.9029 0.069
C 0.8319 -4.4301 -1.2950 0.001
C 0.3165 -3.1160 -3.3860 -0.016
C 3.2488 1.1168 -0.2608 0.038
C 3.3856 2.2247 -1.3140 -0.005
C 4.3725 1.2149 0.7740 0.003
C 1.4386 -1.3971 1.8770 0.029
C 2.5137 -2.2460 1.8950 0.007
C 2.9810 -2.7091 3.1513 -0.001
C 2.4064 -2.3123 4.3344 -0.002
C 1.3033 -1.4156 4.3388 0.010
C 0.6428 -0.8745 5.4736 -0.018
C -0.3800 0.0301 5.3212 0.003
C -0.8369 0.4438 4.0442 -0.006
C -0.2392 -0.0914 2.9329 -0.005
C 0.8390 -1.0007 3.0986 -0.029
H 1.8308 3.7354 1.4604 0.000
H 0.9899 2.2433 1.9098 -0.003
H 0.6644 3.7356 2.7858 0.000
H -0.3539 4.7668 0.8262 -0.001
H 0.5579 2.3124 -0.6713 0.128
H 0.9803 3.9404 -0.9701 0.005
H -0.6999 3.5331 -1.3049 -0.018
H -2.2570 5.0910 1.8758 0.000
H -4.4846 4.3302 2.6197 0.000
H -5.1356 1.9748 2.3571 0.000
H -2.9463 -0.6380 0.8322 -0.005
H -5.8615 0.2788 0.9692 0.000
H -5.2374 -1.1561 0.1741 -0.001
H -4.8683 0.4551 -0.4770 -0.001
H -4.7657 -0.2357 3.2458 0.000
H -3.1461 -0.9443 3.2575 0.000
H -4.4737 -1.7841 2.4573 0.000
H 5.2893 -0.2361 -1.3915 0.000
H 5.2615 -2.4110 -2.5426 0.000
H 3.1601 -3.6686 -2.7675 0.000
H -0.1035 -2.5159 -1.3714 0.007
H 1.5330 -5.0466 -1.8613 -0.001
H -0.1309 -4.9452 -1.3009 0.000
H 1.1839 -4.3817 -0.2631 0.000
H 1.1367 -3.5393 -3.9682 0.000
H 0.1081 -2.1207 -3.7887 0.014
H -0.5540 -3.7565 -3.5494 0.000
H 2.3155 1.2706 0.2811 0.048
H 4.3370 2.1288 -1.8417 0.001
H 3.3612 3.2157 -0.8524 0.001
H 2.5912 2.1690 -2.0655 0.007
H 5.3573 1.2089 0.3032 0.000
H 4.3298 0.3892 1.4871 0.000
H 4.2878 2.1499 1.3329 0.000
H 3.0076 -2.5634 0.9834 0.004
H 3.8244 -3.3872 3.1746 0.000
H 2.8045 -2.6768 5.2744 0.000
H 0.9604 -1.1655 6.4680 -0.001
H -0.8567 0.4412 6.2017 0.000
H -1.6424 1.1648 3.9688 0.002
C 0.8070 1.0035 -4.9378 0.006
Se -0.5183 1.8656 -3.8014 0.011
C -2.1524 1.0470 -4.5257 0.001
C -2.4309 -0.3588 -4.0440 0.041
Se -2.4991 -0.3702 -2.0855 -0.020
C -2.8331 -2.2584 -1.7691 0.021
H 0.6826 1.4174 -5.9327 0.002
H 0.6754 -0.0733 -4.9310 -0.004
H 1.7831 1.2643 -4.5382 0.003
H -2.0445 1.0766 -5.6080 -0.001
H -2.9452 1.7381 -4.2468 -0.001
H -1.6831 -1.0777 -4.3693 -0.009
H -3.4117 -0.6834 -4.3889 0.001
H -3.8823 -2.4376 -1.9812 -0.002
H -2.6175 -2.4593 -0.7232 0.003
H -2.1889 -2.8464 -2.4135 -0.004



No. 2
7
Properties=species:S:1:pos:R:3:nbo_charge:R:1 method="wB97M-V/def2-TZVPD" total_charge=0 multiplicity=1 fmax_ev_per_a=3.42 total_energy_ev=-11272.23835 de_lowest_kj_mol=522.0
C -0.0007 -0.7991 -0.2232 -0.490
C -1.1263 1.0066 -1.4340 0.533
C 0.1955 -0.2759 0.9377 0.645
F -0.0551 1.5730 -1.5444 -0.287
F -0.3474 0.7915 1.3994 -0.301
F 1.0875 -0.7512 1.8450 -0.334
H 0.2464 -1.5448 -0.9805 0.233



No. 3
18
Properties=species:S:1:pos:R:3:nbo_charge:R:1 method="wB97M-V/def2-TZVPD" total_charge=0 multiplicity=1 fmax_ev_per_a=5.50 total_energy_ev=-37850.46016 de_lowest_kj_mol=242.4
C 0.4314 -1.7197 -0.1649 -0.302
C -0.6359 -0.6117 -0.1865 -0.289
C 1.7904 -1.5729 0.4628 -0.633
C 0.2538 1.9360 -0.4088 -0.666
C -0.4397 1.1340 0.6128 -0.280
S -1.0444 -1.9470 0.9951 0.088
S -1.6965 -0.6586 -1.6797 -0.030
S -2.0673 1.8040 0.8824 0.035
H 0.5314 -2.4035 -1.0719 0.238
H 2.1804 -2.4689 1.0643 0.228
H 1.7894 -0.7985 1.2707 0.211
H 2.5454 -1.3181 -0.1849 0.215
H 0.5698 2.8629 0.1528 0.230
H -0.3017 2.3837 -1.2678 0.235
H 1.1364 1.4081 -0.8149 0.223
H -0.0999 0.8748 1.5843 0.236
H -2.7370 -1.1671 -0.9498 0.154
H -2.2061 2.2625 -0.2959 0.106



No. 4
11
Properties=species:S:1:pos:R:3:mulliken_spin:R:1 method="wB97M-V/def2-TZVPD" total_charge=+3 multiplicity=7 fmax_ev_per_a=5.74 total_energy_ev=-30702.43064 de_lowest_kj_mol=4.9
H -1.3510 -1.4245 0.4769 -0.004
O -2.5145 1.5065 -0.1801 0.167
C -1.2858 0.9802 -0.4006 0.244
C -1.0823 -0.3287 -0.4360 0.048
C -0.1266 -1.2910 -0.1809 0.348
H -2.5413 2.4257 -0.4624 -0.004
H -0.4570 1.6845 -0.5169 0.001
H -0.0515 -2.1793 -0.8171 0.018
C 1.7299 -0.9303 0.3767 0.271
O 2.7314 -0.6189 0.8760 0.022
Tb 4.9485 0.1758 1.2644 4.891



No. 5
28
Properties=species:S:1:pos:R:3:nbo_charge:R:1 method="wB97M-V/def2-TZVPD" total_charge=0 multiplicity=1 fmax_ev_per_a=3.76 total_energy_ev=-11671.01462 de_lowest_kj_mol=150.8 smiles="C=C[C@H](C)[C@@H](O)C(C)(C)C"
C -1.3292 -0.5797 -0.0740 -0.035
C 0.3918 -0.5766 -0.1365 0.134
C 0.9065 0.8300 -0.3301 -0.281
C -2.0525 0.7335 -0.3923 -0.625
C -1.7589 -1.6124 -1.1340 -0.615
C -1.8143 -1.0751 1.2983 -0.615
C 0.8742 1.7573 0.8782 -0.639
C 2.4550 0.6628 -0.9207 -0.150
C 3.5788 0.3993 -0.2495 -0.434
O 0.8938 -1.2130 1.0174 -0.732
H 1.8062 -0.9317 1.1862 0.475
H 0.6616 -1.2089 -0.9869 0.170
H 0.4128 1.3125 -1.1775 0.222
H 2.5357 0.8953 -1.9842 0.194
H -1.8773 1.4949 0.3715 0.211
H -1.7718 1.1307 -1.3721 0.204
H -3.1411 0.5869 -0.4185 0.216
H -1.3054 -2.5911 -0.9429 0.211
H -1.4648 -1.2932 -2.1401 0.202
H -2.8472 -1.7554 -1.1384 0.205
H -1.4079 -2.0630 1.5415 0.222
H -1.5254 -0.3812 2.0946 0.209
H -2.9065 -1.1840 1.3239 0.202
H 1.8491 2.1316 1.2055 0.222
H 0.4181 1.3343 1.7767 0.222
H 0.2970 2.6560 0.6410 0.218
H 3.5750 0.1591 0.8105 0.179
H 4.5468 0.3811 -0.7477 0.210



No. 6
18
Properties=species:S:1:pos:R:3:nbo_charge:R:1 method="wB97M-V/def2-TZVPD" total_charge=-1 multiplicity=1 fmax_ev_per_a=3.99 total_energy_ev=-9458.66244 de_lowest_kj_mol=131.9
C 2.5681 0.7889 1.1007 -0.605
C 2.7810 -0.5283 0.4537 -0.615
H 1.6301 1.2437 0.8207 0.246
H 2.8060 0.7842 2.1956 0.185
H 3.2275 1.6514 0.7921 0.166
H 2.5427 -1.3334 1.1338 0.213
H 3.7748 -0.6197 0.0999 0.170
H 2.1007 -0.6127 -0.4003 0.233
C -2.0763 -0.3862 -0.9296 -0.515
C -1.3958 0.3144 -2.1295 -0.606
C -1.1408 -0.1803 0.3550 0.761
O -0.2488 -0.9934 0.3883 -0.790
O -1.1943 0.8531 1.0199 -0.796
H -3.1166 0.0079 -0.6305 0.182
H -2.0560 -1.4226 -1.1939 0.188
H -2.1811 0.4213 -2.9938 0.168
H -0.5522 -0.1651 -2.5781 0.195
H -1.0479 1.1160 -1.6125 0.220



No. 7
102
Properties=species:S:1:pos:R:3:lowdin_charge:R:1 method="wB97M-V/def2-TZVPD" total_charge=0 multiplicity=1 fmax_ev_per_a=4.49 total_energy_ev=-92259.89122 smiles="CC(=O)OCCCCCCCCP(CC(=O)O)/C(Cl)=C(/C)Cl.c1ccncc1.c1ccncc1.c1ccncc1.c1ccncc1.c1ccncc1"
C 2.7297 -0.5043 4.0153 0.002
C 2.6930 0.9265 3.3204 -0.399
O 3.4006 1.8252 3.8441 0.028
O 1.9033 1.2828 2.2058 -0.055
C 2.0834 0.3721 1.0872 -0.182
C 0.5937 -0.0172 0.5768 -0.156
C 0.5326 -1.4097 -0.2129 -0.197
C -0.6213 -2.4127 0.3293 -0.209
C -1.9562 -2.3492 -0.5473 -0.214
C -3.1845 -3.2022 0.0851 -0.194
C -4.0104 -2.2218 1.0464 -0.292
C -5.5905 -2.5954 1.1451 -0.354
P -6.3344 -1.2342 2.2795 0.943
C -7.7198 -1.9867 3.3744 -0.270
C -7.2892 -1.6187 4.8880 -0.475
O -8.1047 -1.0251 5.6250 0.057
O -5.9987 -1.9034 5.4209 -0.006
C -7.0326 0.0848 1.1189 -0.777
Cl -6.0186 1.6222 0.9751 0.514
C -8.2200 -0.0013 0.3683 -0.659
C -8.8015 1.1485 -0.5775 -0.134
Cl -9.2380 -1.5382 0.4324 0.570
H 2.0889 -1.2905 3.5001 0.081
H 2.3361 -0.4112 5.0893 0.106
H 3.7974 -0.9051 4.1087 0.091
H 2.7309 -0.5356 1.3115 0.121
H 2.5762 0.9274 0.2060 0.139
H -0.0391 -0.1019 1.5209 0.109
H 0.1920 0.8635 -0.0410 0.117
H 0.3901 -1.2537 -1.3467 0.089
H 1.5580 -1.9228 -0.0925 0.105
H -0.7949 -2.2685 1.4520 0.108
H -0.1841 -3.4693 0.1814 0.110
H -1.7089 -2.6936 -1.6087 0.087
H -2.2713 -1.2461 -0.6507 0.111
H -3.8810 -3.5795 -0.7317 0.108
H -2.7434 -4.0420 0.7232 0.112
H -3.5465 -2.1480 2.0927 0.106
H -3.9950 -1.1513 0.6131 0.094
H -6.1005 -2.6098 0.1245 0.081
H -5.6453 -3.6234 1.6589 0.093
H -8.7411 -1.5290 3.1874 0.065
H -7.7170 -3.1334 3.2856 0.103
H -5.4016 -1.2156 5.0517 0.092
H -9.8847 1.3241 -0.2422 0.085
H -8.2530 2.1377 -0.4852 0.053
H -8.8211 0.8624 -1.6802 0.087
N -0.8704 -1.2215 -3.6663 0.056
C -0.2737 -2.3588 -4.0561 -0.162
C -0.3269 -2.8540 -5.3490 -0.068
C -1.0411 -2.1367 -6.2976 -0.069
C -1.6691 -0.9591 -5.9219 -0.074
C -1.5532 -0.5464 -4.6044 -0.165
H 0.2700 -2.8859 -3.2779 0.098
H 0.1767 -3.7770 -5.6075 0.102
H -1.1077 -2.4915 -7.3201 0.105
H -2.2344 -0.3755 -6.6358 0.077
H -2.0238 0.3700 -4.2627 0.101
N -0.0408 3.3938 -6.2212 0.056
C -0.1998 2.5476 -5.1915 -0.147
C 0.2694 2.7936 -3.9112 -0.069
C 0.9470 3.9813 -3.6777 -0.081
C 1.1272 4.8733 -4.7249 -0.078
C 0.6164 4.5359 -5.9680 -0.156
H -0.7324 1.6322 -5.4241 0.067
H 0.1095 2.0743 -3.1171 0.095
H 1.3307 4.2098 -2.6894 0.105
H 1.6516 5.8093 -4.5789 0.101
H 0.7287 5.2022 -6.8173 0.101
N -3.8579 -1.2993 -8.2848 0.051
C -4.6456 -0.2199 -8.1561 -0.150
C -6.0255 -0.2532 -8.2745 -0.072
C -6.6314 -1.4711 -8.5455 -0.079
C -5.8412 -2.6025 -8.6852 -0.073
C -4.4698 -2.4650 -8.5450 -0.145
H -4.1254 0.7097 -7.9478 0.104
H -6.6112 0.6499 -8.1582 0.103
H -7.7090 -1.5380 -8.6467 0.106
H -6.2803 -3.5692 -8.8973 0.102
H -3.8102 -3.3214 -8.6419 0.102
N 9.1213 1.3692 4.1161 0.040
C 8.3361 2.4509 4.2497 -0.159
C 6.9556 2.4214 4.1365 -0.057
C 6.3454 1.2058 3.8656 -0.069
C 7.1331 0.0721 3.7208 -0.072
C 8.5057 0.2057 3.8560 -0.148
H 8.8597 3.3788 4.4579 0.105
H 6.3721 3.3257 4.2566 0.107
H 5.2672 1.1427 3.7686 0.060
H 6.6909 -0.8935 3.5083 0.095
H 9.1632 -0.6521 3.7549 0.103
N 12.0759 2.4756 6.9364 0.057
C 10.7443 2.3222 6.8513 -0.148
C 9.8809 2.4761 7.9248 -0.074
C 10.4206 2.8036 9.1600 -0.089
C 11.7936 2.9660 9.2758 -0.085
C 12.5715 2.7940 8.1421 -0.160
H 10.3693 2.0630 5.8657 0.063
H 8.8136 2.3427 7.7978 0.100
H 9.7777 2.9313 10.0242 0.102
H 12.2491 3.2211 10.2246 0.098
H 13.6496 2.9139 8.1815 0.099



No. 8
19
Properties=species:S:1:pos:R:3:nbo_charge:R:1 method="wB97M-V/def2-TZVPD" total_charge=0 multiplicity=1 fmax_ev_per_a=0.36 total_energy_ev=-10838.35267 de_lowest_kj_mol=661.8
C -1.0008 -0.6109 0.4473 -0.019
C -1.7208 0.6373 0.8235 -0.695
C -1.7988 -0.3941 -2.3468 -0.118
N -0.7233 0.0382 -1.9190 -0.632
H -1.4587 -1.2904 -0.2529 0.198
H -0.5493 -1.1389 1.2775 0.167
H -2.5466 -0.9386 -1.7054 0.087
H -2.1325 -0.2832 -3.3927 0.150
H -2.4203 0.4097 1.6400 0.226
H -2.2761 1.0603 -0.0087 0.235
H -1.0273 1.3896 1.2018 0.234
N 3.2547 0.3247 1.0964 -0.816
C 1.9944 -0.1964 1.1736 0.220
O 1.4533 0.6674 -0.8201 -0.611
N 1.0843 -0.0422 0.2882 -0.134
H 0.6360 0.5180 -1.4220 0.517
H 3.5295 0.6818 0.1931 0.413
H 3.9793 -0.0895 1.6572 0.392
H 1.7231 -0.7426 2.0692 0.184